{"formula": "C19H21GaN9", "method": "ωB97M-V/def2-TZVPD", "total_charge": 3, "energy_ha": -3153.270864, "homo_lumo_gap_ev": 7.02, "de_lowest_kcal_mol": 0.0, "homo_ev": -17.57, "mol_weight_g_mol": 445.16, "symbols": ["Ga", "N", "C", "N", "C", "N", "N", "C", "C", "C", "C", "C", "C", "N", "C", "C", "C", "C", "C", "C", "H", "H", "H", "H", "H", "H", "H", "H", "H", "H", "H", "C", "C", "C", "C", "N", "C", "N", "N", "N", "H", "H", "H", "H", "H", "H", "H", "H", "H", "H"], "coordinates": [[-1.248851, -0.459939, -0.864952], [-1.285987, 3.557262, 0.353979], [-1.620067, 2.302943, 0.267546], [-1.098323, 1.471163, -0.640281], [-0.159069, 1.966302, -1.589553], [0.272622, 1.213649, -2.564441], [-0.347029, -0.011408, -2.498788], [-0.603815, -0.776303, -3.488246], [-1.586506, -1.850266, -3.182608], [-1.980041, -2.792921, -4.098467], [-2.993395, -3.693017, -3.751558], [-3.578308, -3.614588, -2.500432], [-3.138860, -2.648104, -1.611337], [-2.169968, -1.780544, -1.941285], [0.277390, 3.337430, -1.453761], [1.246946, 3.891403, -2.296957], [1.603370, 5.214926, -2.142437], [0.996584, 6.004823, -1.161794], [0.032046, 5.477919, -0.320086], [-0.312877, 4.146880, -0.479749], [-1.737732, 4.130330, 1.058709], [-2.354076, 1.933301, 0.973034], [-0.220016, -0.603392, -4.489079], [-1.511648, -2.826836, -5.073471], [-3.318996, -4.441423, -4.462849], [-4.371103, -4.287019, -2.203540], [-3.567053, -2.558966, -0.621220], [1.702965, 3.278304, -3.061418], [2.353991, 5.649024, -2.788133], [1.280847, 7.043244, -1.056984], [-0.438578, 6.090888, 0.438315], [1.721199, -0.392860, 4.377755], [2.092051, -1.844457, 4.100798], [3.298260, -1.964142, 3.175456], [0.891852, -2.649996, 3.606716], [0.488471, -2.259930, 2.218778], [0.990852, -2.674090, 1.036934], [0.358576, -2.047051, 0.071965], [-0.508423, -1.249520, 0.736265], [-0.441044, -1.353116, 2.014811], [2.580753, 0.149806, 4.767487], [0.915297, -0.311455, 5.107568], [1.407380, 0.119681, 3.462171], [2.345180, -2.334282, 5.045613], [3.137609, -1.442683, 2.225603], [3.567353, -3.003003, 2.971469], [4.167420, -1.497488, 3.635684], [-0.000356, -2.480656, 4.206312], [1.091334, -3.719643, 3.559035], [1.771771, -3.410176, 0.931426]], "forces_ev_per_angstrom": [[-0.1223, 0.6087, 0.2977], [0.0683, -0.0094, -0.0652], [0.0752, -0.0523, 0.0079], [-0.0815, 0.2578, -0.0898], [-0.0571, 0.0300, 0.0816], [-0.2002, -0.2606, 0.0936], [0.2374, 0.1572, -0.2108], [-0.1494, -0.1268, 0.2010], [0.0829, 0.1861, 0.0577], [-0.0021, -0.0283, -0.0013], [0.0115, 0.0095, -0.0064], [0.0050, -0.0234, -0.0060], [0.1123, 0.0270, 0.0062], [-0.1521, -0.2216, -0.2690], [0.0458, -0.0796, -0.1338], [0.0115, 0.0313, 0.0063], [-0.0157, 0.0079, 0.0118], [0.0002, -0.0074, 0.0063], [0.0402, -0.0119, -0.0692], [-0.1144, 0.0115, 0.1551], [0.0040, 0.0338, -0.0025], [-0.0022, -0.0333, -0.0267], [-0.0425, 0.0340, -0.0182], [-0.0042, -0.0074, -0.0025], [0.0019, 0.0035, -0.0031], [-0.0032, 0.0004, -0.0079], [-0.0118, 0.0103, -0.0084], [-0.0013, -0.0041, 0.0068], [-0.0018, -0.0020, -0.0046], [0.0047, -0.0007, -0.0024], [-0.0049, -0.0038, 0.0029], [-0.0271, 0.0169, -0.0273], [0.0622, -0.0492, 0.0508], [0.0287, -0.0117, -0.0222], [-0.1375, 0.0003, -0.2004], [0.0438, 0.1581, 0.1960], [-0.0268, -0.0533, 0.0142], [0.1434, -0.1692, 0.6274], [0.0822, -0.2689, -0.7215], [0.0159, -0.1917, -0.0024], [0.0075, -0.0176, 0.0093], [-0.0023, -0.0099, 0.0001], [0.0213, 0.0092, -0.0074], [-0.0118, 0.0597, 0.0332], [0.0023, -0.0016, -0.0004], [-0.0260, -0.0036, -0.0013], [-0.0081, 0.0046, 0.0109], [0.0424, -0.0225, 0.0630], [0.0579, 0.0115, -0.0082], [-0.0022, 0.0026, -0.0211]]}